ORCA calculation (the ωB97M-V functional and the def2-TZVPD basis) on a 2-piece molecular cluster, C25H42Br2Cl2F4N3O9S overall at a distorted geometry.

For the HOMO energy, the calculation gives -0.593 eV. As for the orbital gap: 1.52 eV. As for the net charge: -1. The calculation puts the lowest unoccupied orbital energy at 0.92 eV.

Structure (XYZ):
```
88
Properties=species:S:1:pos:R:3:forces:R:3:mulliken_charge:R:1
C 4.1019 3.0234 0.3475 0.2 -0.3 0.0 -1.248
C 4.1345 1.9798 1.4919 -1.0 0.9 -0.2 -0.003
C 3.0432 2.3690 2.5065 1.2 0.2 0.0 -0.836
O 1.7485 2.1342 1.9827 -0.6 -0.3 -0.5 0.148
C 1.2689 0.8673 2.3356 1.7 1.0 1.1 -1.501
N 0.1027 0.4607 1.4803 -0.4 0.9 0.6 2.658
C -0.8008 1.6873 1.6223 -1.0 1.1 0.3 -0.486
C -2.2760 1.6268 1.3688 -1.0 1.3 -0.5 -0.534
O -2.9830 0.6797 1.5319 0.1 -1.5 0.3 -0.372
N -2.9721 2.9055 1.2540 0.7 -0.3 -0.5 0.157
C -3.0609 3.5852 2.5312 0.1 -0.6 0.6 -1.063
C -2.6131 3.7527 0.1346 0.0 0.9 0.6 -0.815
C -0.5445 -0.7329 2.2547 -0.2 -1.5 0.7 -4.123
N 0.2742 -1.4137 3.2083 0.1 0.5 -0.2 1.276
C -1.2248 -1.8275 1.3710 -1.0 -1.9 0.6 2.738
O -2.5688 -1.9121 1.8256 0.0 0.4 -0.2 -0.571
C -0.7369 -3.3032 1.6599 -0.2 0.6 -0.7 -2.053
C -1.4140 -3.9654 2.8668 1.2 -0.4 -0.3 -0.994
C -0.5775 -5.1718 3.3102 -1.7 0.0 0.0 0.306
F 0.6108 -4.7970 3.7961 0.6 0.3 0.0 -0.311
Br -0.3492 -6.3946 1.7999 0.4 0.0 0.1 -0.092
C -1.3658 -5.9483 4.4368 2.1 -0.8 -0.6 0.624
F -2.1489 -6.8716 3.9206 -1.1 -0.4 -0.3 -0.199
F -2.0865 -5.1377 5.1619 -0.7 0.9 0.8 -0.180
Br -0.0970 -6.9033 5.5833 0.0 0.0 0.2 -0.162
O -1.2857 -1.6873 -0.0210 -0.1 1.5 0.4 -0.072
C -0.4249 -0.8541 -0.7587 0.6 -0.7 -1.8 0.187
C -1.1139 -0.1783 -1.9806 0.1 0.3 0.7 -1.071
Cl -0.1390 0.3136 -3.3820 0.2 -0.2 0.5 0.266
C -2.4050 -0.0302 -2.2046 -1.3 0.1 -0.3 1.119
C -2.9560 0.5694 -3.4725 -0.5 -0.4 0.2 -1.601
Cl -3.6737 -0.5579 -1.1266 0.0 0.1 0.0 -0.199
C 0.4109 -1.9607 -1.5457 -0.2 -0.7 -0.2 0.045
F 0.9826 -2.9008 -0.6699 0.2 0.5 0.5 -0.465
C -0.4975 -2.8386 -2.4354 0.1 -0.4 -1.0 -0.694
C -0.0764 -2.8487 -3.9349 -0.2 0.2 0.6 -1.353
C 0.5278 0.1115 0.0668 2.3 -1.6 -0.5 -0.025
O 1.7423 -0.6646 0.1907 -0.2 0.3 1.2 -0.544
C 1.2025 1.2445 -0.7203 -0.9 -0.5 -0.2 -1.418
S 0.4128 2.7273 -1.3169 2.2 2.1 -1.1 1.536
O 0.7465 3.8244 -0.4376 -1.3 -0.5 1.4 -0.640
O 0.9816 2.9373 -2.6004 -0.2 -0.4 -1.1 -0.670
H 3.1422 3.5413 0.3128 0.0 -0.1 -0.1 0.215
H 4.8733 3.7813 0.4827 0.0 0.0 0.1 0.394
H 4.2869 2.5643 -0.6240 0.0 0.1 0.0 0.368
H 3.8719 0.9893 1.1132 0.5 -0.1 0.1 -0.020
H 5.1139 2.0087 1.9645 0.0 -0.4 0.1 0.514
H 3.1957 1.8767 3.4751 -0.3 -0.1 0.0 0.388
H 3.1306 3.4436 2.6690 -0.3 0.0 0.1 0.494
H 2.1023 0.1660 2.3542 -0.3 -0.4 -0.6 0.518
H 0.9621 0.9567 3.3832 -0.7 -0.3 -0.2 -0.072
H -0.7744 1.9360 2.7166 0.2 -0.4 -0.2 0.172
H -0.4236 2.6058 1.1734 0.7 -0.5 -0.2 1.037
H -3.2281 2.8161 3.2929 0.0 0.0 0.0 0.381
H -3.9363 4.2297 2.5878 0.1 0.3 -0.2 0.366
H -2.1395 4.1110 2.8308 -0.2 0.3 -0.2 0.281
H -1.5977 4.1641 0.2295 0.1 -0.1 -0.4 0.390
H -3.2662 4.6306 0.1608 -0.1 -0.1 0.0 0.433
H -2.8003 3.2839 -0.8315 0.2 -0.3 0.1 0.047
H -1.3330 -0.3171 2.8880 -0.1 0.4 -0.6 -0.518
H 0.3004 -0.9861 4.1285 0.2 0.0 -0.1 0.630
H 1.1551 -1.7957 2.8956 0.0 -0.1 0.2 0.160
H -3.1267 -2.1143 1.0610 0.1 0.3 0.0 0.570
H -1.1028 -3.8395 0.7846 0.2 0.1 -0.1 1.100
H 0.3469 -3.4149 1.6318 0.0 0.0 0.2 0.525
H -1.5029 -3.2916 3.7115 -0.1 0.0 0.1 0.361
H -2.3846 -4.3592 2.5799 -0.2 0.2 0.1 0.556
H -4.0322 0.4238 -3.5221 -0.1 0.2 0.2 0.513
H -2.7315 1.6342 -3.5070 0.1 0.0 -0.3 0.273
H -2.5570 0.0484 -4.3385 0.3 0.3 -0.1 0.336
H 1.2265 -1.5259 -2.1150 0.0 0.0 0.0 0.780
H -1.5606 -2.6531 -2.2956 0.0 0.3 -0.1 0.068
H -0.3811 -3.8826 -2.1487 0.3 0.2 0.7 0.682
H 0.9700 -2.5534 -3.9799 0.0 0.1 -0.4 0.324
H -0.1398 -3.8536 -4.3485 -0.2 0.0 0.0 0.402
H -0.6815 -2.1780 -4.5357 0.2 0.1 -0.2 0.300
H 1.6437 -1.3749 0.8458 -0.1 -0.2 -0.5 0.524
H 1.6098 0.7638 -1.6079 -0.4 0.0 -0.3 0.892
H 2.1123 1.5734 -0.2304 -0.4 0.3 0.5 -0.730
H -0.9248 2.5863 -1.5098 0.1 -0.5 0.7 -0.309
O 3.7675 2.9240 -5.3318 0.0 0.0 0.2 -0.810
C 2.5971 2.3643 -5.1825 0.6 0.6 0.5 0.808
C 2.0764 1.6667 -6.6025 -0.5 -0.5 -0.5 -0.526
O 0.8967 1.1092 -6.4292 -0.1 -0.2 0.0 -0.679
H 1.7575 3.0262 -4.8881 -0.1 0.2 -0.5 -0.013
H 2.5279 1.5313 -4.4386 0.2 -0.4 -0.2 -0.333
H 2.9136 0.9948 -6.8930 0.0 -0.2 0.4 0.216
H 2.1442 2.4888 -7.3460 -0.3 0.3 0.3 0.226
```
Positions in Å, forces in eV/Å.

ORCA calculation (the ωB97M-V functional and the def2-TZVPD basis) on one molecule with the formula C2H3N5O at a distorted geometry.

For the HOMO energy, the calculation gives -9.573 eV. For the energy relative to the best compared isomer or geometry (same formula, charge and spin), the calculation gives 341.27 kJ/mol. As for the orbital gap: 8.81 eV. The calculation puts the lowest unoccupied orbital energy at -0.76 eV.

Structure (XYZ):
```
11
Properties=species:S:1:pos:R:3:forces:R:3:nbo_charge:R:1
C -0.9888 -0.0909 -0.5227 5.7 3.1 4.8 0.652
C 0.9508 0.8279 0.2612 -1.1 0.4 -0.7 0.503
H -2.1473 -1.2609 -1.3554 0.2 4.6 0.9 0.519
H 1.9593 -0.6882 1.3261 0.2 0.1 0.5 0.421
H 1.5978 2.1943 -0.7400 0.7 -0.1 1.2 0.366
N -0.7469 -1.3505 -0.0080 3.3 -0.5 3.0 -0.364
N 0.2284 -1.4423 0.8659 -0.6 0.7 -2.1 0.117
N 1.0509 -0.3980 1.0114 -0.9 0.1 -0.7 -0.390
N 1.9721 1.5723 0.0239 -1.8 -0.9 -0.7 -0.690
N -0.3940 1.0906 -0.2100 1.1 -3.3 -0.4 -0.559
O -1.9946 -0.1214 -1.1805 -6.8 -4.2 -5.7 -0.574
```
Positions in Å, forces in eV/Å.

ORCA calculation (the ωB97M-V functional and the def2-TZVPD basis) on one molecule with the formula C4H6O2.

For the HOMO energy, the calculation gives -9.875 eV. For the energy relative to the best compared isomer or geometry (same formula, charge and spin), the calculation gives 249.20 kJ/mol. As for the orbital gap: 10.94 eV. The calculation puts the lowest unoccupied orbital energy at 1.06 eV.

Structure (XYZ):
```
12
Properties=species:S:1:pos:R:3:forces:R:3:nbo_charge:R:1
O 1.5238 -0.7346 -1.1167 0.2 0.1 0.1 -0.696
C 0.2670 -0.7157 -0.5095 -0.2 -0.1 0.1 0.090
C 0.1964 -0.2807 0.9893 0.0 -0.1 0.1 -0.453
C -0.8335 0.7642 0.5729 -0.2 0.0 0.3 0.046
O -0.1639 1.6242 -0.3433 0.1 0.1 0.0 -0.485
C -0.7188 0.4128 -0.8450 -0.1 -0.1 -0.3 0.014
H 2.0716 -0.1306 -0.6040 0.1 0.1 -0.3 0.472
H -0.1972 -1.6949 -0.6713 0.0 0.2 0.1 0.180
H -0.1447 -1.0714 1.6592 0.0 0.1 -0.1 0.220
H 1.1130 0.1687 1.3916 -0.1 -0.1 -0.1 0.208
H -1.6704 1.1723 1.1282 0.1 -0.1 -0.1 0.203
H -1.4434 0.4856 -1.6513 0.2 0.0 0.1 0.202
```
Positions in Å, forces in eV/Å.

ORCA calculation (the ωB97M-V functional and the def2-TZVPD basis) on one molecule with the formula C12H13P at a distorted geometry.

For the HOMO energy, the calculation gives -8.068 eV. For the energy relative to the best compared isomer or geometry (same formula, charge and spin), the calculation gives 17.31 kJ/mol. As for the orbital gap: 8.82 eV. The calculation puts the lowest unoccupied orbital energy at 0.75 eV.

Structure (XYZ):
```
26
Properties=species:S:1:pos:R:3:forces:R:3:nbo_charge:R:1
C -1.5153 -3.4972 0.1694 0.4 2.5 0.6 -0.226
C -0.5367 -3.1229 1.1053 -0.1 -1.0 -0.6 -0.195
C -1.7689 -2.6337 -0.9199 -1.2 -2.1 0.4 -0.190
C 0.1884 -1.9765 0.9241 -0.4 1.0 -2.2 -0.224
C -1.0406 -1.5125 -1.1585 0.4 -0.2 0.8 -0.219
C -0.0932 -1.1535 -0.1812 -0.2 0.8 -0.1 -0.044
C 0.5775 0.1638 -0.2372 -0.5 1.0 0.6 -0.345
C 0.5876 1.1497 0.7162 0.0 -1.2 -1.5 0.053
C 1.3236 2.3773 0.3709 2.1 1.5 -1.2 -0.449
C 0.3573 2.2176 -2.1196 -0.1 -0.3 0.7 -0.651
C 1.5211 2.4070 -1.1904 0.3 0.5 -0.5 -0.416
C -0.0991 1.1845 2.0124 -2.3 0.1 -0.7 -0.650
P 1.3055 0.6128 -1.8317 0.4 1.5 -0.1 0.652
H -2.1948 -4.2060 0.5471 -0.7 -1.3 -0.4 0.213
H -0.3292 -3.8077 1.9099 0.0 0.0 0.3 0.211
H -2.6101 -2.7882 -1.6091 0.4 -0.5 0.4 0.208
H 1.0582 -1.5805 1.3823 0.5 -0.4 1.5 0.224
H -1.3718 -1.0599 -2.0785 0.7 1.1 0.1 0.228
H 0.8133 3.3037 0.8681 1.2 -1.4 -1.1 0.222
H 2.4514 2.2712 0.6754 -2.1 0.5 0.3 0.232
H -0.5905 2.3685 -1.6164 -0.3 -0.3 -0.3 0.223
H 0.4088 2.5634 -3.1603 0.2 0.1 0.6 0.237
H 2.2998 3.0921 -1.6114 -0.4 -1.0 0.7 0.235
H -0.6595 0.2383 2.1002 -0.3 0.8 0.4 0.232
H -0.6840 2.1713 2.1630 0.4 -1.8 -0.5 0.219
H 0.6011 1.2175 2.7700 1.7 -0.1 1.9 0.219
```
Positions in Å, forces in eV/Å.

ORCA calculation (the ωB97M-V functional and the def2-TZVPD basis) on a 2-piece molecular cluster, C7H14N2 overall at a distorted geometry.

For the HOMO energy (alpha / beta), the calculation gives -17.518 / -18.127 eV. For the energy relative to the best compared isomer or geometry (same formula, charge and spin), the calculation gives 320.71 kJ/mol. As for the orbital gap (alpha / beta): 8.17 / 7.81 eV. As for the net charge: +2. The calculation puts the lowest unoccupied orbital energy (alpha / beta) at -9.35 / -10.31 eV.

Structure (XYZ):
```
23
Properties=species:S:1:pos:R:3:forces:R:3:nbo_charge:R:1
C -0.4063 2.2697 -0.9466 0.2 0.9 -0.4 0.081
C -2.5343 -0.1277 -0.1819 -0.3 0.0 -0.5 0.070
C -1.4192 0.4803 0.3487 0.4 0.0 0.7 0.024
C 2.0813 0.1261 0.2088 -0.3 -0.6 -0.5 0.626
C -3.4725 -0.9063 0.6013 -0.3 -0.3 0.3 -0.708
C 2.7680 1.1891 0.8614 0.6 0.9 0.5 -0.806
C 1.4220 -1.9656 -0.8159 -0.9 -0.8 -0.6 -0.431
N 2.2996 -1.0707 -0.0968 0.9 -0.1 0.4 -0.501
N -0.5496 1.1933 -0.3426 -0.4 -0.5 0.1 -0.272
H 0.4819 2.4637 -1.5362 0.1 -0.1 -0.1 0.231
H -1.1426 3.0734 -0.8911 -0.1 -0.1 0.2 0.243
H -2.7501 0.0055 -1.2335 0.1 0.1 -0.2 0.235
H -1.1571 0.3124 1.3900 -0.1 0.1 0.0 0.244
H -3.1468 -1.1007 1.6201 0.0 0.0 0.0 0.250
H -4.4443 -0.3912 0.6299 0.0 0.1 0.0 0.311
H -3.7265 -1.8383 0.0811 0.1 0.0 0.0 0.296
H 2.9763 0.9288 1.9064 0.0 -0.1 0.0 0.313
H 3.7195 1.3961 0.3539 0.0 -0.1 0.0 0.314
H 2.2042 2.1255 0.8748 0.0 -0.1 0.0 0.286
H 1.9949 -2.5301 -1.5540 0.0 0.2 0.1 0.266
H 0.6326 -1.4141 -1.3180 0.1 0.1 0.0 0.227
H 0.9811 -2.6828 -0.1228 0.1 0.1 0.1 0.251
H 3.1880 -1.5364 0.1631 -0.1 0.5 0.1 0.453
```
Positions in Å, forces in eV/Å.

ORCA calculation (the ωB97M-V functional and the def2-TZVPD basis) on C18H22Cl2GeN4PtSSe as an isolated structure.

For the HOMO energy (alpha / beta), the calculation gives -20.972 / -21.016 eV. As for the orbital gap (alpha / beta): 8.31 / 5.13 eV. As for the net charge: +4. The calculation puts the lowest unoccupied orbital energy (alpha / beta) at -12.66 / -15.89 eV. As for the spin multiplicity: 5.

Structure (XYZ):
```
50
Properties=species:S:1:pos:R:3:forces:R:3:mulliken_spin:R:1
Pt 0.6467 -0.1984 -0.5593 0.1 0.6 -0.2 1.388
S 1.5311 5.1745 4.6717 0.1 0.4 0.4 0.498
N 1.3888 3.5826 4.8630 0.0 0.0 -0.2 -0.088
C 1.2668 3.0749 3.6578 0.0 0.0 -0.2 0.161
C 1.1243 1.6808 3.3263 0.0 0.0 0.0 0.043
C 1.1297 0.6554 4.2828 0.0 0.1 0.0 0.051
C 1.0199 -0.6537 3.8535 0.0 0.0 0.0 -0.002
C 0.8937 -0.9016 2.4949 0.0 0.0 0.0 0.004
N 0.8707 0.0854 1.5824 0.0 -0.2 -0.2 0.220
C 0.9968 1.3598 1.9708 0.0 0.0 0.0 0.071
C 1.0395 2.3925 0.9129 0.0 0.0 0.0 0.050
N 0.9594 1.9686 -0.3510 0.0 -0.2 -0.1 0.183
C 1.0427 2.8493 -1.3640 0.0 0.1 0.1 -0.007
C 1.1903 4.2120 -1.1512 0.0 0.0 0.0 0.002
C 1.2648 4.6770 0.1492 0.0 0.1 0.1 0.054
C 1.1951 3.7532 1.2016 0.0 0.0 0.0 0.045
C 1.3012 4.1173 2.5899 0.0 -0.2 0.0 0.162
N 1.4471 5.3306 3.0735 0.0 -0.2 0.1 -0.089
H 1.2291 0.9015 5.3345 0.0 0.0 0.0 0.001
H 1.0372 -1.4789 4.5536 0.0 0.0 0.0 0.001
H 0.8161 -1.9155 2.1245 0.0 0.0 0.0 0.004
H 1.0011 2.4491 -2.3693 0.0 0.0 0.0 0.009
H 1.2543 4.8871 -1.9948 0.0 0.0 0.0 0.002
H 1.3851 5.7333 0.3661 0.0 0.0 0.0 0.001
Cl 2.8027 -1.0630 -1.4603 -0.7 -0.1 -0.1 0.133
C 4.5299 -0.6226 -0.9897 0.9 0.0 0.3 -0.003
Cl 5.4154 -2.0685 -0.6872 -0.1 0.0 0.0 0.005
H 4.4841 -0.0050 -0.1018 -0.2 0.1 0.0 0.001
H 4.9339 -0.0947 -1.8454 -0.2 0.0 -0.1 0.003
C -0.1207 -3.0387 -1.7676 0.0 -0.1 -0.2 0.060
Ge -2.0292 -3.2219 -2.1977 0.0 -0.5 0.1 0.118
C -2.5292 -4.0830 -3.8611 0.1 0.3 0.2 0.049
C -3.1351 -3.6610 -0.6738 0.1 0.3 -0.1 0.007
C -2.4878 -1.1368 -2.7638 -0.2 0.6 -0.2 0.347
Se -1.9523 0.1450 -1.5249 0.1 -0.3 0.2 0.449
C -3.3740 0.1016 -0.2114 -0.2 0.0 0.1 -0.008
H 0.2020 -3.8811 -1.1530 0.0 0.0 0.0 0.005
H 0.0542 -2.1127 -1.1675 -0.1 -0.2 0.1 0.012
H 0.5017 -2.9950 -2.6607 0.0 0.0 0.0 -0.004
H -2.3693 -5.1517 -3.6900 0.0 0.0 0.0 0.016
H -1.9255 -3.7438 -4.6990 0.0 -0.1 0.0 0.000
H -3.5865 -3.9010 -4.0470 0.0 -0.1 -0.1 0.000
H -3.0595 -4.7449 -0.5475 0.0 0.0 0.0 0.010
H -4.1794 -3.4234 -0.8756 0.0 0.0 0.1 0.002
H -2.8047 -3.1836 0.2475 0.0 0.0 0.0 -0.001
H -3.5730 -1.1320 -2.8931 0.0 -0.1 0.0 0.010
H -1.9475 -1.0258 -3.7052 0.1 -0.1 0.1 0.008
H -3.6266 -0.9339 0.0090 0.1 0.0 0.0 0.011
H -4.2320 0.6254 -0.6318 0.0 0.0 0.0 0.011
H -3.0231 0.6152 0.6792 0.0 0.0 0.0 0.000
```
Positions in Å, forces in eV/Å.

ORCA calculation (the ωB97M-V functional and the def2-TZVPD basis) on C7H12N2O2S as an isolated structure at a distorted geometry.

For the HOMO energy (alpha / beta), the calculation gives -8.178 / -8.352 eV. For the energy relative to the best compared isomer or geometry (same formula, charge and spin), the calculation gives 831.40 kJ/mol. As for the orbital gap (alpha / beta): 6.94 / 7.44 eV. The calculation puts the lowest unoccupied orbital energy (alpha / beta) at -1.24 / -0.91 eV.

Structure (XYZ):
```
24
Properties=species:S:1:pos:R:3:forces:R:3:nbo_charge:R:1
C 0.9594 0.1580 -0.1020 -5.3 -0.8 -0.8 0.354
C -0.9112 -0.1240 -0.7442 5.7 2.3 1.2 -0.210
C 0.8521 -0.8879 0.9173 0.5 1.3 0.2 -0.148
C 1.9709 1.1470 -0.5331 -2.1 -0.7 0.0 -0.771
C 1.9308 -1.9834 0.6426 -1.7 0.7 -3.4 -0.571
C 0.8840 -0.2617 2.4157 2.9 -2.3 0.2 -0.567
C -3.4516 1.0034 -1.2396 -0.5 0.9 -1.2 -0.888
N -1.2208 -1.0769 0.0599 -1.9 -0.5 0.0 -0.202
N -0.4366 -1.5527 0.9263 -0.3 -0.3 -0.4 -0.250
O -1.3576 2.3866 -1.5799 1.6 2.3 1.1 -0.950
O -1.6406 0.5891 -3.1327 0.0 -1.0 -1.6 -0.934
S -1.7607 1.0640 -1.8091 -1.5 -2.3 0.7 2.201
H 2.7127 1.2511 0.2557 -0.1 0.9 0.0 0.241
H 1.3163 1.9773 -0.9534 1.6 -0.3 0.8 0.292
H 2.4725 0.6759 -1.3603 0.4 -0.1 -0.7 0.269
H 1.9581 -2.7570 1.3816 0.5 0.0 0.7 0.240
H 2.8067 -1.3398 0.3907 0.1 -1.6 0.4 0.206
H 1.4823 -2.5445 -0.3488 1.5 1.4 2.2 0.235
H 0.4426 -1.1618 2.9078 0.3 1.1 0.3 0.248
H 0.3278 0.6441 2.6149 -0.1 0.0 -0.3 0.233
H 2.0175 -0.1936 2.7979 -2.5 0.2 -1.0 0.209
H -3.4537 1.6908 -0.3825 -0.4 -0.5 -0.2 0.252
H -4.1797 1.2992 -2.0736 1.4 0.1 1.0 0.264
H -3.7212 -0.0032 -1.0510 -0.1 -1.0 0.8 0.249
```
Positions in Å, forces in eV/Å.

ORCA calculation (the ωB97M-V functional and the def2-TZVPD basis) on one molecule with the formula C3H2O3.

For the HOMO energy, the calculation gives -9.718 eV. For the energy relative to the best compared isomer or geometry (same formula, charge and spin), the calculation gives 336.12 kJ/mol. As for the orbital gap: 8.96 eV. The calculation puts the lowest unoccupied orbital energy at -0.76 eV.

Structure (XYZ):
```
8
Properties=species:S:1:pos:R:3:forces:R:3:nbo_charge:R:1
O -2.5108 0.9819 0.0714 0.5 0.0 0.2 -0.489
C -1.4747 0.7464 0.6507 -0.4 0.0 -0.2 0.276
C -0.5407 -0.3026 0.1531 0.2 0.3 -0.1 0.239
O 0.5486 0.2562 -0.3109 -0.4 -0.1 0.3 -0.495
C 1.5173 -0.7371 -0.6575 0.8 -0.1 0.0 0.656
O 2.6627 -0.5485 -0.4468 -0.7 0.0 -0.2 -0.465
H -1.2145 1.2161 1.6261 0.0 -0.1 -0.1 0.125
H 1.0121 -1.6125 -1.0862 0.1 0.0 0.1 0.152
```
Positions in Å, forces in eV/Å.